{"formula": "C33H66I3NO25", "method": "ωB97M-V/def2-TZVPD", "species": ["C", "C", "C", "I", "C", "O", "C", "C", "N", "C", "I", "C", "C", "I", "H", "H", "H", "H", "H", "H", "H", "H", "H", "H", "H", "H", "H", "H", "H", "H", "H", "H", "C", "O", "C", "O", "O", "C", "H", "H", "H", "H", "H", "H", "C", "O", "C", "O", "O", "C", "H", "H", "H", "H", "H", "H", "C", "O", "C", "O", "O", "C", "H", "H", "H", "H", "H", "H", "C", "O", "C", "O", "O", "C", "H", "H", "H", "H", "H", "H", "C", "O", "C", "O", "O", "C", "H", "H", "H", "H", "H", "H", "C", "O", "C", "O", "O", "C", "H", "H", "H", "H", "H", "H", "C", "O", "C", "O", "O", "C", "H", "H", "H", "H", "H", "H", "C", "O", "C", "O", "O", "C", "H", "H", "H", "H", "H", "H"], "xyz": [[-4.1659, 2.6024, -1.4927], [-4.7433, 1.3638, -0.7683], [-5.8265, 0.6252, -1.5910], [-7.7083, 0.6771, -0.4858], [-5.5494, -0.8582, -1.8626], [-4.7540, -1.0511, -3.0199], [-3.3535, -0.8769, -2.8978], [-2.7078, -2.0190, -2.0896], [-2.4712, -1.6162, -0.6779], [-2.8331, -0.7625, -4.3397], [-3.8744, 0.8695, -5.2811], [-1.3248, -0.6281, -4.5097], [-0.8765, -0.4434, -5.9822], [-0.5063, 0.9517, -3.2891], [-3.0764, 2.5659, -1.5426], [-4.5160, 2.6676, -2.5266], [-4.4658, 3.5287, -1.0012], [-3.9291, 0.6721, -0.5492], [-5.1487, 1.6728, 0.1914], [-6.0553, 1.1531, -2.5128], [-6.4861, -1.3757, -2.0679], [-5.1225, -1.3079, -0.9592], [-3.1102, 0.0678, -2.4011], [-1.7601, -2.3286, -2.5224], [-3.4037, -2.8605, -2.1126], [-1.4863, -1.6921, -0.4565], [-2.9394, -2.2645, -0.0553], [-3.1355, -1.6691, -4.8754], [-0.8383, -1.5326, -4.1549], [-0.1560, -1.2261, -6.2354], [-0.3740, 0.5063, -6.1398], [-1.7185, -0.5469, -6.6644], [-8.0015, 0.8634, -11.1605], [-7.3198, 0.8907, -9.9046], [-7.1008, -0.3134, -9.3754], [-7.4226, -1.3648, -9.8636], [-6.4654, -0.1497, -8.2177], [-6.1650, -1.3668, -7.5294], [-8.1081, 1.9004, -11.4648], [-7.4197, 0.3178, -11.9012], [-8.9833, 0.4057, -11.0543], [-5.5168, -1.9984, -8.1353], [-7.0787, -1.9057, -7.2850], [-5.6499, -1.0643, -6.6212], [5.7863, 3.2985, -0.4307], [4.8842, 2.1821, -0.4668], [3.6050, 2.4943, -0.2703], [3.1641, 3.5920, -0.0650], [2.8941, 1.3644, -0.3360], [1.4882, 1.5575, -0.1438], [6.7792, 2.8957, -0.6122], [5.5367, 4.0148, -1.2103], [5.7561, 3.7838, 0.5428], [1.0870, 2.2137, -0.9130], [1.2889, 1.9777, 0.8412], [1.0235, 0.5805, -0.2256], [6.9220, -0.2356, -0.8905], [7.8225, 0.3832, -1.8121], [8.1831, -0.3655, -2.8496], [7.8567, -1.5027, -3.0625], [8.9895, 0.3768, -3.6099], [9.5033, -0.2884, -4.7668], [6.7470, 0.4991, -0.1131], [5.9790, -0.4755, -1.3767], [7.3623, -1.1324, -0.4577], [8.6922, -0.5990, -5.4226], [10.0971, -1.1540, -4.4797], [10.1314, 0.4376, -5.2751], [2.6823, -0.7071, 1.9058], [2.9160, -1.7699, 2.8372], [1.8498, -2.0928, 3.5651], [0.7422, -1.6392, 3.4214], [2.1995, -3.0287, 4.4401], [1.1290, -3.4786, 5.2782], [3.5904, -0.5919, 1.3242], [1.8576, -0.9563, 1.2427], [2.4711, 0.2216, 2.4342], [0.3346, -3.9228, 4.6811], [0.7350, -2.6571, 5.8734], [1.5542, -4.2301, 5.9364], [-1.2571, 0.6061, 3.9100], [-2.0182, 1.6347, 3.2574], [-3.2670, 1.7361, 3.6939], [-3.7686, 1.0495, 4.5471], [-3.8850, 2.6909, 2.9981], [-5.2552, 2.8887, 3.3561], [-0.2839, 0.6087, 3.4432], [-1.1633, 0.8175, 4.9745], [-1.7227, -0.3643, 3.7632], [-5.3402, 3.1833, 4.4004], [-5.8338, 1.9831, 3.1805], [-5.6185, 3.6866, 2.7154], [-0.6859, -3.5020, 10.4191], [0.1915, -2.7648, 9.5625], [1.3510, -2.4273, 10.1263], [1.6933, -2.6906, 11.2481], [2.0658, -1.7487, 9.2293], [3.3464, -1.3193, 9.7004], [-1.5771, -3.7021, 9.8318], [-0.2247, -4.4391, 10.7251], [-0.9461, -2.9147, 11.2974], [3.9596, -2.1747, 9.9772], [3.2366, -0.6517, 10.5528], [3.8057, -0.7883, 8.8720], [10.0933, 3.8566, -3.0841], [10.6608, 4.8392, -2.2122], [9.9846, 5.0145, -1.0787], [8.9752, 4.4389, -0.7611], [10.6104, 5.9438, -0.3586], [9.9839, 6.2384, 0.8922], [10.7351, 3.8247, -3.9598], [10.0736, 2.8800, -2.6047], [9.0845, 4.1423, -3.3759], [9.9506, 5.3517, 1.5225], [8.9758, 6.6179, 0.7363], [10.5976, 7.0019, 1.3607], [-5.2534, -1.3348, 3.1553], [-4.9274, -2.6331, 2.6385], [-5.5413, -3.6404, 3.2476], [-6.3238, -3.5519, 4.1570], [-5.1419, -4.7803, 2.6757], [-5.7372, -5.9524, 3.2349], [-4.6856, -0.6296, 2.5587], [-6.3187, -1.1396, 3.0427], [-4.9620, -1.2464, 4.1966], [-6.8191, -5.9267, 3.1182], [-5.4841, -6.0466, 4.2894], [-5.3262, -6.7908, 2.6798]], "atomic_forces_ev_per_a": [[-0.14, -0.05, -0.09], [0.12, 0.23, -0.45], [-0.01, -0.04, 0.66], [0.08, 0.03, -0.12], [-0.25, 0.20, 0.01], [0.04, -0.20, 0.10], [0.30, 0.26, -0.20], [-0.12, 0.31, 0.62], [-0.08, -0.31, -0.28], [-0.02, -0.23, 0.36], [0.10, 0.05, -0.03], [0.00, 0.17, -0.68], [0.22, -0.40, 0.31], [0.03, -0.15, 0.03], [-0.04, 0.07, 0.11], [0.02, -0.07, 0.07], [0.09, -0.03, 0.01], [-0.08, -0.14, 0.06], [0.04, -0.04, 0.05], [-0.02, -0.12, -0.06], [0.08, 0.01, -0.11], [0.14, -0.03, -0.09], [-0.08, -0.08, 0.07], [-0.03, -0.11, -0.20], [0.13, -0.07, -0.19], [-0.02, 0.13, 0.00], [-0.03, 0.09, 0.06], [-0.06, 0.16, -0.15], [-0.11, 0.06, 0.32], [-0.02, 0.07, 0.04], [-0.22, 0.08, -0.13], [0.00, 0.14, 0.00], [-0.05, 0.08, -0.10], [0.01, 0.01, 0.01], [0.03, 0.06, 0.04], [-0.01, -0.05, -0.02], [-0.01, 0.03, -0.02], [0.08, -0.06, 0.15], [0.03, 0.01, 0.05], [-0.02, -0.05, 0.02], [0.03, -0.05, 0.00], [-0.05, -0.01, -0.03], [0.00, -0.01, -0.06], [-0.08, -0.03, -0.07], [0.24, 0.03, -0.04], [-0.04, 0.04, 0.02], [0.17, -0.10, -0.02], [-0.04, 0.06, 0.00], [-0.14, -0.01, 0.01], [-0.14, 0.01, 0.04], [-0.05, -0.02, -0.01], [-0.05, 0.02, 0.04], [-0.06, 0.02, -0.02], [0.02, 0.09, 0.06], [0.01, 0.08, -0.04], [0.08, -0.04, -0.06], [-0.07, -0.09, 0.18], [-0.04, 0.07, 0.04], [0.04, 0.06, 0.12], [-0.02, 0.02, -0.02], [0.13, 0.05, -0.16], [0.03, -0.01, -0.08], [0.01, 0.02, -0.01], [0.02, -0.04, -0.03], [0.02, -0.04, -0.11], [-0.01, -0.05, 0.03], [-0.05, -0.04, 0.01], [-0.02, 0.03, 0.05], [0.14, -0.03, -0.12], [0.04, 0.15, 0.08], [0.01, -0.27, -0.23], [-0.02, 0.09, 0.11], [0.02, 0.04, 0.06], [-0.08, -0.11, 0.18], [0.06, -0.08, 0.07], [-0.05, 0.00, 0.06], [-0.08, -0.01, 0.01], [-0.01, 0.08, -0.03], [-0.03, 0.02, -0.05], [0.09, 0.02, -0.04], [0.03, 0.01, 0.04], [0.06, 0.06, 0.06], [-0.04, -0.15, -0.23], [-0.09, 0.12, 0.14], [0.04, 0.04, 0.03], [-0.12, 0.08, -0.02], [0.10, 0.04, -0.11], [-0.07, -0.02, -0.02], [-0.03, -0.02, 0.03], [0.00, -0.06, 0.02], [0.01, -0.02, 0.04], [0.05, 0.00, -0.03], [-0.13, -0.06, 0.01], [0.00, -0.01, -0.03], [-0.02, 0.02, -0.07], [0.01, -0.01, 0.04], [-0.01, 0.00, -0.04], [0.12, 0.07, -0.04], [0.03, 0.03, -0.04], [0.03, 0.03, 0.04], [0.05, -0.02, 0.03], [-0.03, 0.00, 0.06], [-0.01, -0.05, 0.04], [-0.05, -0.02, -0.03], [-0.01, -0.15, -0.14], [-0.03, 0.01, 0.10], [0.07, 0.07, -0.11], [-0.04, -0.02, 0.03], [0.00, -0.02, 0.00], [0.01, 0.08, 0.12], [0.04, 0.07, 0.04], [-0.07, 0.01, 0.02], [-0.02, -0.03, 0.04], [-0.04, -0.02, -0.03], [-0.02, -0.05, -0.01], [0.03, -0.01, -0.05], [-0.07, 0.10, -0.05], [0.08, 0.02, -0.11], [-0.05, -0.06, 0.03], [0.02, 0.01, -0.01], [0.03, 0.03, -0.03], [-0.01, -0.16, -0.01], [0.06, -0.02, -0.07], [-0.01, -0.03, 0.04], [-0.01, -0.02, 0.05], [0.00, 0.03, 0.05], [-0.04, 0.04, 0.01], [0.03, 0.05, -0.03]], "lowdin_charge": [-0.0914, -0.3035, -0.6540, 0.8000, -0.2922, -0.1859, -0.4640, -0.1806, 0.0267, -0.6925, 1.0173, -0.8020, -0.1950, 0.9345, 0.0480, 0.0395, 0.0702, 0.0803, 0.0468, 0.0607, 0.0883, 0.1154, 0.0651, 0.0993, 0.1291, 0.0613, 0.0665, 0.1082, 0.0591, 0.0767, 0.0414, 0.0378, -0.0409, 0.0034, -0.6258, 0.1231, -0.0085, -0.0534, 0.0926, 0.0968, 0.0970, 0.0992, 0.0999, 0.0137, -0.0234, -0.0178, -0.6169, 0.1374, -0.0189, -0.0770, 0.0743, 0.1034, 0.1028, 0.0546, 0.1013, 0.0656, -0.0328, 0.0020, -0.6232, 0.1319, -0.0116, -0.0359, 0.0789, 0.1023, 0.1005, 0.0976, 0.0983, 0.0910, -0.0371, 0.0196, -0.6146, 0.1084, 0.0132, -0.0282, 0.0929, 0.0878, 0.1018, 0.0973, 0.0978, 0.0942, -0.0307, 0.0114, -0.6321, 0.1094, -0.0008, -0.0347, 0.0701, 0.1036, 0.0941, 0.0985, 0.0887, 0.0948, -0.0372, -0.0015, -0.6279, 0.1269, -0.0015, -0.0375, 0.0934, 0.0973, 0.0979, 0.0976, 0.0977, 0.0930, -0.0322, 0.0094, -0.6187, 0.1160, 0.0075, -0.0380, 0.0942, 0.0906, 0.0996, 0.0968, 0.0969, 0.0935, -0.0302, 0.0002, -0.6265, 0.1284, -0.0031, -0.0434, 0.0843, 0.0987, 0.0938, 0.0974, 0.0967, 0.0919], "smiles": "CC[C@H](I)CO[C@@H](CN)[C@@H](I)[C@@H](C)I.COC(=O)OC.COC(=O)OC.COC(=O)OC.COC(=O)OC.COC(=O)OC.COC(=O)OC.COC(=O)OC.COC(=O)OC", "e_tot_ev": -112271.0484, "lumo_ev": 0.258, "fmax_ev_per_a": 0.7, "orbital_gap_ev": 9.48, "spin_multiplicity": 1}